Density functional theory data (ωB97M-V/def2-TZVPD) for one molecule with the formula C5H8BrPS in a non-equilibrium geometry.

Geometry as XYZ:
```
16
Properties=species:S:1:pos:R:3:forces:R:3:mulliken_charge:R:1
C 0.48746 -0.37401 1.02270 1.55 -3.54 2.11 -0.27
C 0.63067 0.73036 0.37661 0.74 2.64 0.31 0.53
C -0.80435 -1.07833 1.09207 -0.87 0.26 -0.90 -0.71
C -0.69772 -0.74470 -1.78216 -1.24 1.41 0.04 -0.82
C 1.94009 1.35639 0.07163 -0.25 1.00 -0.43 -1.17
P -1.56358 -0.27955 -0.42169 0.24 0.04 0.04 0.53
S -0.84376 1.69156 -0.20558 0.55 -1.63 0.58 -0.21
Br -3.82058 -0.08490 0.14566 0.44 -0.11 -0.26 -0.34
H 1.32260 -1.01562 1.50251 -0.87 1.65 -1.09 0.24
H -0.72896 -2.16874 0.97245 0.00 0.36 -0.15 0.41
H -1.24760 -0.85845 2.05139 -0.85 0.02 0.08 0.35
H -0.65151 0.06191 -2.54804 -0.10 -0.95 0.48 0.23
H -0.62087 -1.76029 -2.05198 0.04 -1.03 -0.45 0.32
H 2.78820 1.08187 0.76898 -1.12 0.48 -0.84 0.32
H 1.70200 2.45021 -0.04438 1.10 -0.80 0.41 0.33
H 2.10790 0.99230 -0.95018 0.64 0.20 0.08 0.28
```
Forces are in eV/Å.

Summary:
LUMO energy = 0.219 eV
Frontier orbital gap = 0.305 hartree
E_HOMO = -8.078 eV
Energy relative to the best compared isomer or geometry (same formula, charge and spin) = 2.924 eV
Multiplicity = 1
SMILES = C=[P@@]1(Br)CC=C(C)S1
Calculated total energy = -3508.80507 Ha